{"formula": "C6H12O", "method": "the ωB97M-V functional and the def2-TZVPD basis", "species": ["C", "C", "C", "C", "C", "C", "H", "H", "H", "H", "H", "H", "H", "H", "H", "H", "O", "H", "H"], "positions_angstrom": [[0.27127, -1.25945, -2.82230], [0.58324, -0.97159, -1.39180], [0.84398, 0.23328, -0.88381], [1.02056, 0.52359, 0.51784], [1.10946, 1.76547, 1.03045], [0.56484, 2.11837, 2.38374], [0.18883, -2.33429, -2.98221], [0.92484, -0.79907, -3.56258], [-0.73419, -0.89143, -3.05815], [0.34573, -1.78683, -0.71229], [1.05579, 1.05146, -1.56733], [1.09236, -0.22652, 1.30429], [1.38617, 2.57065, 0.35054], [0.13723, 3.11769, 2.42633], [-0.17591, 1.40992, 2.72595], [1.37351, 2.16711, 3.12812], [-3.59755, -2.54301, 1.14742], [-3.74373, -1.71436, 0.67285], [-2.64642, -2.43098, 1.29295]], "forces_ev_per_angstrom": [[-0.6, -0.1, -0.3], [-0.7, 0.1, 0.2], [1.5, -0.5, -0.4], [0.3, 0.9, 1.2], [-0.8, 0.0, -1.0], [1.5, 0.3, 0.7], [0.4, 0.0, -0.2], [0.2, -0.1, 0.2], [0.0, 0.1, 0.1], [0.3, 0.0, 0.1], [-0.2, 0.1, 0.0], [-0.9, -0.6, -0.5], [-0.4, 0.2, 0.0], [-0.2, 0.0, -0.4], [-0.1, -0.2, 0.0], [-0.1, -0.1, 0.1], [0.7, 0.7, -0.2], [-0.6, -0.1, -0.1], [-0.1, -0.6, 0.3]], "nbo_charge": [-0.6521, -0.1631, -0.2279, -0.2293, -0.1536, -0.6530, 0.2170, 0.2190, 0.2191, 0.1867, 0.1978, 0.1972, 0.1860, 0.2244, 0.2155, 0.2161, -0.9248, 0.4629, 0.4623], "relative_energy_kj_mol": 191.58, "largest_force_ev_per_a": 1.7, "total_energy_ev": -8462.368, "orbital_gap_ev": 8.791, "homo_energy_ev": -8.1, "smiles": "C/C=C/C=C/C.O"}

{"formula": "C8H28O8", "method": "the ωB97M-V functional and the def2-TZVPD basis", "species": ["C", "C", "C", "C", "C", "C", "C", "C", "H", "H", "H", "H", "H", "H", "H", "H", "H", "H", "H", "H", "O", "H", "H", "O", "H", "H", "O", "H", "H", "O", "H", "H", "O", "H", "H", "O", "H", "H", "O", "H", "H", "O", "H", "H"], "positions_angstrom": [[1.15519, 1.43892, 2.09532], [0.56921, 0.96656, 0.96184], [1.12907, 1.10147, -0.38154], [0.52524, 0.52980, -1.39432], [0.78580, 0.64176, -2.85060], [1.89596, 0.89195, -3.37964], [-0.52041, 0.63350, -3.55858], [-1.23484, -0.64222, -3.78719], [0.91207, 1.14652, 3.10132], [1.96389, 2.15244, 2.06195], [-0.37314, 0.51159, 0.99351], [1.97006, 1.77266, -0.46778], [-0.46285, -0.01306, -1.11244], [2.78689, 0.97679, -2.83665], [2.05825, 0.99136, -4.40489], [-0.44555, 1.20564, -4.41394], [-1.19005, 1.26623, -2.83930], [-2.41961, -0.59105, -3.88546], [-1.03989, -1.40007, -3.02043], [-0.69023, -0.98855, -4.72590], [-0.71928, -3.53134, -1.20231], [-1.13920, -2.73705, -0.82169], [-1.22992, -4.29519, -0.85198], [1.67563, -3.58660, 0.34686], [2.39757, -3.07735, 0.12968], [1.12209, -3.50989, -0.39797], [-3.08416, 0.03105, 2.20469], [-3.93903, -0.40563, 2.34909], [-2.38850, -0.60620, 2.55444], [-2.68867, 3.29319, -0.05933], [-2.76002, 2.36684, 0.26283], [-3.33261, 3.16207, -0.82502], [-0.31149, 4.15512, 1.62274], [-0.92698, 3.83110, 1.00865], [0.47338, 3.65186, 1.53696], [0.65482, -2.04696, 2.15552], [1.08746, -1.37462, 1.67773], [1.09338, -3.01607, 1.76465], [3.35512, 0.26447, 2.30771], [2.94412, -0.10581, 3.17625], [3.88551, 1.13107, 2.45644], [-1.83044, -2.36555, 2.17830], [-0.90734, -2.15320, 1.91031], [-1.69320, -2.96991, 2.95452]], "forces_ev_per_angstrom": [[-0.8, -0.2, -1.6], [1.8, 1.3, 1.3], [0.0, 1.1, 1.4], [-1.9, -1.5, -0.5], [-4.6, -1.1, 3.0], [3.9, 0.5, -1.5], [-2.2, 1.9, 3.4], [-0.9, -1.8, -1.6], [-0.8, 0.1, 0.1], [0.3, -0.2, -0.3], [-1.1, -1.2, 0.4], [0.4, -0.1, -0.3], [1.7, 0.7, -0.6], [1.1, 0.0, 1.0], [-0.2, 0.3, -1.7], [0.1, 1.1, -2.1], [1.0, -0.7, -1.3], [2.7, 0.1, -0.2], [0.0, 0.2, 0.0], [-1.4, -0.4, 0.9], [-0.5, -0.2, 0.4], [0.1, -0.6, -0.1], [0.4, 0.9, -0.3], [-0.7, -2.2, 1.9], [2.9, 1.8, -0.5], [-1.9, -0.1, -1.6], [0.7, -0.4, 0.6], [0.6, 0.1, 0.0], [-1.5, 0.6, -0.8], [-1.7, -1.8, -1.5], [0.4, 0.7, 0.5], [1.3, 1.0, 1.2], [0.3, 1.8, 1.6], [-1.4, -0.8, -1.4], [0.9, -0.8, -0.2], [1.0, -4.6, 0.3], [1.0, 1.3, -1.0], [-1.5, 3.9, 0.8], [0.9, 0.4, 2.0], [1.5, 1.5, -2.1], [-1.5, -2.5, 0.3], [-0.4, -1.2, 1.0], [0.1, -0.1, 0.4], [-0.2, 0.9, -1.1]], "nbo_charge": [-0.3341, -0.2595, -0.2109, -0.1871, -0.0314, -0.3728, -0.4197, -0.6079, 0.2037, 0.1728, 0.2035, 0.2046, 0.1834, 0.1904, 0.1932, 0.2103, 0.1938, 0.2186, 0.2100, 0.2119, -0.9656, 0.4885, 0.4888, -0.9304, 0.4755, 0.5062, -0.9886, 0.4682, 0.5021, -0.9487, 0.4806, 0.4717, -0.9438, 0.4828, 0.4600, -1.0103, 0.4809, 0.5231, -0.9574, 0.4932, 0.4863, -1.0041, 0.4978, 0.4703], "relative_energy_kj_mol": 372.39, "largest_force_ev_per_a": 5.6, "total_energy_ev": -25126.409, "orbital_gap_ev": 8.561, "homo_energy_ev": -8.3, "smiles": "C=C/C=C/C(=C)CC.O.O.O.O.O.O.O.O"}

{"formula": "C4H5I", "method": "the ωB97M-V functional and the def2-TZVPD basis", "species": ["C", "C", "C", "C", "I", "H", "H", "H", "H", "H"], "positions_angstrom": [[-0.39816, -0.48617, 1.75809], [0.52621, 0.40726, -1.75893], [0.09947, -0.64410, 0.53365], [-0.10620, 0.44942, -0.63178], [-1.13218, 2.21605, -0.34707], [-0.27637, -1.28218, 2.49256], [-0.99355, 0.27469, 2.25181], [0.55650, 1.05797, -2.56581], [1.09759, -0.45974, -1.83536], [0.62668, -1.53321, 0.10284]], "forces_ev_per_angstrom": [[0.3, -1.4, 0.6], [0.6, -1.5, 0.0], [-1.0, 2.2, -2.4], [-0.2, -0.8, 3.2], [-0.7, 0.4, 0.7], [0.3, -0.2, -0.3], [0.2, 0.6, -1.0], [-0.3, 1.3, -1.0], [1.2, -1.5, -0.7], [-0.5, 0.8, 1.0]], "nbo_charge": [-0.3828, -0.4088, -0.2201, -0.1689, 0.1268, 0.2019, 0.2227, 0.2167, 0.1904, 0.2221], "relative_energy_kj_mol": 45.30, "largest_force_ev_per_a": 3.4, "total_energy_ev": -12327.600, "orbital_gap_ev": 9.710, "homo_energy_ev": -9.0}

{"formula": "C3H3ClO2", "method": "the ωB97M-V functional and the def2-TZVPD basis", "species": ["C", "C", "C", "H", "H", "H", "O", "O", "Cl"], "positions_angstrom": [[0.58808, -0.21015, 0.35129], [-0.22870, 0.96716, -0.20645], [-0.58072, -1.02248, -0.05538], [0.65276, -0.11631, 1.44239], [-0.38513, 1.83780, 0.43525], [0.08276, 1.29055, -1.22220], [-1.41811, 0.05274, -0.31328], [-0.87840, -2.15109, -0.17474], [2.16746, -0.64822, -0.25685]], "forces_ev_per_angstrom": [[0.4, 1.1, 0.8], [-0.1, 0.0, -1.0], [-1.7, -0.1, -0.3], [0.0, -0.3, -0.3], [-0.2, -0.4, 0.0], [-0.2, -0.2, 0.6], [1.7, 0.7, 0.3], [0.2, -0.9, 0.0], [0.0, 0.1, -0.2]], "nbo_charge": [-0.3679, -0.0807, 0.7637, 0.2522, 0.2031, 0.2019, -0.4822, -0.5046, 0.0146], "relative_energy_kj_mol": 39.89, "largest_force_ev_per_a": 1.9, "total_energy_ev": -19776.276, "orbital_gap_ev": 11.533, "homo_energy_ev": -10.9}

Question: What is the formula in the first record?
Answer: C6H12O